Molecular formula: C7H15I2N2
Method: DFT, ωB97M-V/def2-TZVPD

As for the SMILES: CN(C)[C@H](I)/C(I)=C/[NH+](C)C. The value obtained for the total energy is -26674.6788 eV. Its HOMO-LUMO gap is 8.081 eV. As for the energy above the lowest of the compared OMol25 structures with the same formula, charge and spin: 0.000 eV. The charge is +1. As for the HOMO energy: -0.43071 Eh.

Each atom is followed by the atoms it is bonded to, with distances in Å.
Cartesian coordinates (Å):
1 C -1.128 -1.462 0.425  C3 1.508, N8 1.357, I11 2.529, H12 1.083
2 C 0.173 0.752 0.891  C3 1.346, N9 1.474, H13 1.093
3 C 0.064 -0.569 0.659  C1 1.508, C2 1.346, I10 2.104
4 C -0.908 -1.648 -1.947  N8 1.449, H14 1.071, H15 1.010, H16 1.120
5 C -1.993 -3.511 -0.583  N8 1.493, H17 1.033, H18 1.066, H19 1.036
6 C 2.063 1.935 -0.184  N9 1.537, H20 1.028, H21 1.039, H22 1.042
7 C 1.271 2.546 2.120  N9 1.469, H23 1.068, H24 1.077, H25 1.080
8 N -1.164 -2.272 -0.664  C1 1.357, C4 1.449, C5 1.493
9 N 1.438 1.465 1.139  C2 1.474, C6 1.537, C7 1.469, H26 1.002
10 I 1.762 -1.812 0.625  C3 2.104
11 I -3.170 0.012 0.664  C1 2.529
12 H -1.167 -1.993 1.367  C1 1.083
13 H -0.685 1.424 0.804  C2 1.093
14 H -0.005 -1.097 -1.774  C4 1.071
15 H -0.693 -2.347 -2.644  C4 1.010
16 H -1.809 -1.048 -2.235  C4 1.120
17 H -1.480 -3.922 -1.380  C5 1.033
18 H -1.739 -3.907 0.374  C5 1.066
19 H -3.000 -3.475 -0.823  C5 1.036
20 H 2.386 1.178 -0.800  C6 1.028
21 H 1.288 2.251 -0.800  C6 1.039
22 H 2.757 2.681 0.035  C6 1.042
23 H 0.626 3.291 1.710  C7 1.068
24 H 0.835 2.066 2.980  C7 1.077
25 H 2.123 3.166 2.354  C7 1.080
26 H 2.181 0.828 1.356  N9 1.002